[1]
The following is a quantum chemistry calculation of a structure of composition C27H54HgN3O3 at a distorted geometry, from the OMol25 dataset.

Results
- Energy relative to the best compared isomer or geometry (same formula, charge and spin): 11.90 kcal per mole
- Multiplicity: 2
- HOMO-LUMO gap (spin up / spin down): 5.738 / 5.604 eV
- Expectation value of S²: 0.769
- Highest occupied orbital energy (spin up / spin down): -6.86 / -6.83 eV

```
88
C27H54HgN3O3 | the OMol25 dataset | ωB97M-V with the def2-TZVPD basis set
H -1.1725 1.8315 4.7224
H 2.4888 2.5677 2.6067
H -0.4641 -4.3828 -0.9961
C -2.8809 -4.6370 -0.3739
H -3.6523 0.1268 -1.0320
C 2.1753 -1.6503 -3.1024
C -0.7596 3.4713 2.0409
H -3.1448 -4.3396 2.3875
C -3.0812 -0.3129 -0.2143
C -1.3878 3.5085 0.5776
O 2.3789 1.1276 -0.4547
H -0.4387 -0.8294 -1.1738
H -2.5727 -5.6774 -0.4767
C -1.8209 4.0162 3.0229
H -2.4839 4.8041 2.6655
H 4.7029 -1.4766 -2.2740
C -3.4851 -2.5778 -1.4028
H -2.5227 3.2353 3.3159
H 3.0204 -0.4727 -4.8030
H 0.5997 2.9948 -1.9104
N 1.9470 0.3715 -1.5857
H -0.1997 3.1791 5.1503
H -3.8859 -4.7407 0.0352
H 3.4894 1.6094 -3.7333
H 2.4525 4.7131 3.0382
C 1.4900 4.2279 3.2004
H 0.1285 -0.1027 -3.7734
H -3.7336 -0.4110 0.6534
C -0.1350 2.1244 4.8830
H -2.2568 0.3884 -0.0855
C -0.5093 -4.5844 0.0742
C -3.1138 -4.0051 -1.6889
H -2.2559 -4.0556 -2.3594
C 1.8212 2.7830 3.4409
H -2.4395 3.2480 0.4585
N -0.3334 2.0812 2.4033
H 2.2703 2.6768 -4.2279
H -0.1417 2.6210 -3.3045
H -1.2827 4.5086 0.1572
H -1.4238 4.5001 3.9152
H 1.4028 -2.1016 -0.5445
H -0.4202 1.5587 -1.8959
C 2.6094 2.1263 -3.3504
H 0.9657 1.0249 -4.8806
C -1.8637 -3.9391 0.5439
H 2.7143 -2.5526 -3.3912
H 1.8914 0.2633 2.7362
C -1.2423 -1.4277 -1.6032
C 0.5096 4.3797 2.0174
C 4.2236 -0.5555 -1.9424
H -0.8736 -2.4041 -1.9176
C 1.0842 0.3549 -4.0291
C -2.1392 -4.3717 1.9679
H 4.4400 0.2797 -2.6085
H 0.2041 1.5630 5.7537
C 1.5557 1.2253 -2.7764
H -3.6589 -2.1162 -2.3749
H -0.9087 2.9009 -0.1902
C 2.7277 -0.8549 -1.8665
H 2.4492 2.7881 4.3318
H 1.7232 0.1160 4.5114
O -0.9931 -1.6555 1.3275
H 2.9800 2.7972 -2.5754
H -1.8629 -5.4092 2.1560
H 1.6118 -1.3788 -5.1547
C 0.6052 1.8046 3.5901
H -1.6192 -3.7436 2.6912
H -3.9615 -4.4656 -2.1962
C -2.4722 -1.7446 -0.6577
H 1.1323 -1.9015 -2.9095
H 2.8324 -1.5719 0.2263
N -2.0446 -2.4060 0.5818
H 0.9113 4.6136 4.0397
H 4.6238 -0.2559 -0.9738
H 2.8482 -2.9357 -0.8096
H 0.5061 -0.3406 3.2044
H -1.5771 -1.0061 -2.5509
C 2.0657 -0.7726 -4.3708
C 0.3306 2.1000 -2.4717
O -1.3967 1.1304 2.2260
H -4.4294 -2.4049 -0.8866
H -0.3645 -5.6591 0.1848
C 1.2192 0.3908 3.5848
C 2.4601 -1.9197 -0.7373
H 1.0779 4.3042 1.0903
Hg 0.4269 0.3103 0.5795
H 0.0192 5.3505 2.0883
H 0.2897 -3.9489 0.4561
```

Quick look at the Mulliken charges, all values in e: H 0.336; H 0.305; H 0.335; C -1.264; H 0.395; C -0.741; C 1.234; H 0.378; C -1.542; C -1.771; O -0.949; H -0.926; H 0.396; C -1.748; H 0.445; H 0.444; C -1.672; H 0.345; H 0.372; H 0.284; N 1.535; H 0.233; H 0.414; H 0.379; H 0.410; C -0.782; H 0.146; H 0.468; C -1.822; H -0.118; C -1.435; C -0.505; H 0.328; C -0.989; H 0.344; N 1.065; H 0.425; H 0.451; H 0.528; H 0.346; H -0.046; H 0.150; C -1.910; H 0.524; C 1.625; H 0.627; H 0.485; C -0.087; C -1.295; C -1.704; H 0.126; C -1.068; C -1.881; H 0.260; H 0.486; C 1.295; H 0.408; H 0.161; C 1.517; H 0.380; H 0.564; O -0.440; H 0.345; H 0.419; H 0.511; C 1.921; H 0.317; H 0.386; C 1.487; H -0.350; H 0.328; N 0.043; H 0.293; H 0.291; H 0.396; H 0.534; H 0.340; C -0.926; C -1.695; O -0.332; H 0.465; H 0.433; C -2.535; C -1.453; H 0.442; Hg 1.380; H 0.494; H 0.216

[2]
The following is a quantum chemistry calculation of a structure of composition C27H54O13 at a distorted geometry, from the OMol25 dataset.

Results
- Energy relative to the best compared isomer or geometry (same formula, charge and spin): 243.62 kcal per mole
- HOMO-LUMO gap: 10.018 eV
- Highest occupied orbital energy: -9.59 eV

```
94
C27H54O13 | the OMol25 dataset | ωB97M-V with the def2-TZVPD basis set
O 17.4485 -19.0823 49.2989
H 29.9460 -17.0176 44.5044
O 23.1191 -21.7617 43.4945
H 20.7406 -14.5974 40.3681
O 24.9279 -9.7669 44.7995
C 17.5545 -16.3735 43.8839
C 22.8087 -22.3988 44.5974
H 24.3123 -16.6429 43.8211
C 21.4292 -22.1709 45.0691
C 23.6814 -23.3093 45.3539
H 22.1921 -19.4897 42.5621
C 16.6585 -17.8112 49.1932
C 25.2114 -15.2103 46.7859
H 21.8138 -14.9173 44.8766
H 28.9565 -14.9655 45.5180
H 19.6480 -13.8099 41.7162
H 23.7730 -14.4505 43.6845
H 23.5440 -23.0111 46.4138
O 21.8594 -13.1618 42.5523
O 27.1119 -15.9122 45.8155
H 18.0707 -15.9573 44.7795
C 29.1229 -17.1843 45.1186
C 20.4197 -14.6137 41.4919
C 15.9788 -17.5111 50.4784
H 28.2064 -17.8637 44.8765
C 24.5034 -11.0487 44.3863
H 23.6577 -12.6353 45.2046
C 25.6897 -7.5016 44.4754
O 25.9613 -9.2400 42.7681
H 25.3952 -7.5234 45.4722
O 22.4490 -16.8702 46.6064
H 24.2527 -18.4457 45.6976
H 26.7803 -7.4728 44.4950
H 20.7402 -16.4359 47.3859
H 25.3473 -6.6098 44.0250
H 24.7748 -16.9580 42.1575
H 27.9886 -15.4975 43.9457
H 25.4614 -15.9013 47.5625
H 20.6019 -14.1307 45.8229
O 21.5095 -18.9809 46.9599
H 19.9779 -15.6706 41.7716
C 19.9290 -18.8719 42.8132
H 24.2993 -15.3189 46.3015
H 19.8118 -20.4772 49.1908
H 23.5788 -19.9193 46.5107
H 29.6159 -17.3243 46.1871
H 17.6422 -15.6318 43.2074
H 16.6358 -17.0091 51.2992
O 22.6519 -15.1164 42.1350
H 24.5369 -18.7728 47.2255
O 19.3521 -17.8174 43.3127
C 23.9463 -14.8391 42.6905
H 20.5210 -16.8113 45.8336
C 21.4591 -18.6256 42.7304
H 16.6717 -16.4740 44.1388
H 15.1183 -16.8611 50.2551
H 21.5031 -17.7181 42.1617
H 19.1348 -18.4539 48.2841
C 24.7334 -16.1401 43.0084
C 21.7419 -14.2941 42.1531
C 18.4223 -19.1838 48.2567
C 23.8175 -18.8520 46.5471
C 17.9641 -17.7582 43.5570
H 19.5196 -20.5973 47.5824
C 19.0511 -20.6325 48.3876
H 21.4517 -21.6666 45.9603
H 20.8273 -21.7665 44.1176
H 25.1618 -11.7887 43.9633
H 18.3439 -21.4327 48.4671
H 24.3983 -14.2468 41.9773
C 22.4688 -18.2570 46.7432
O 16.6636 -17.0996 48.1663
H 15.3057 -18.2972 50.8255
H 24.7047 -23.0392 45.0449
H 17.4469 -18.3123 42.7959
H 17.7879 -18.7960 44.4336
C 26.3302 -14.8795 45.7806
C 28.3291 -15.7790 45.0930
C 21.1537 -16.2412 46.4847
C 25.4778 -9.0218 43.9142
H 23.9763 -10.9368 43.4906
H 22.2513 -14.5451 46.8607
C 21.4459 -14.7604 45.9846
O 26.5341 -13.8131 45.2881
H 24.0058 -11.6899 46.4659
C 23.6618 -11.5838 45.5331
H 25.1791 -14.3308 47.3167
H 21.0897 -23.2432 45.3990
H 22.7333 -11.1539 45.3679
O 19.3634 -19.9013 42.3605
H 25.7428 -15.7919 43.1671
H 23.3283 -24.3063 45.1885
H 21.9040 -18.1938 43.6050
H 17.8637 -19.0788 47.4003
```

Quick look at the Mulliken charges, all values in e: O -0.376; H 0.410; O -0.611; H 0.269; O -0.267; C -1.670; C 0.692; H -0.135; C -0.429; C -1.229; H 0.292; C 0.724; C -0.849; H -0.121; H 0.359; H 0.275; H -0.615; H 0.319; O -0.576; O -0.211; H 0.254; C -1.037; C -0.729; C -1.053; H 0.265; C -0.337; H -0.280; C -1.053; O -0.596; H 0.320; O -0.076; H 0.238; H 0.277; H 0.674; H 0.342; H 0.343; H 0.259; H 0.455; H 0.565; O -0.456; H -0.006; C 0.593; H -0.199; H 0.307; H 0.081; H 0.230; H 0.424; H 0.231; O -0.331; H 0.540; O 0.084; C 0.395; H 0.189; C -0.557; H 0.682; H 0.347; H 0.319; H 0.011; C -0.644; C 0.839; C 0.242; C -1.040; C -0.248; H 0.141; C -1.030; H 0.082; H 0.082; H 0.403; H 0.371; H 0.690; C 0.587; O -0.532; H 0.336; H 0.292; H 0.535; H 0.132; C 0.717; C -0.304; C -0.672; C 0.666; H 0.388; H 0.200; C -0.761; O -0.590; H 0.510; C -0.726; H 0.470; H 0.382; H 0.404; O -0.670; H 0.137; H 0.411; H -0.109; H 0.337

[3]
The following is a quantum chemistry calculation of a cluster of 9 separate species, C27H54O27 in total at a distorted geometry, from the OMol25 dataset.

Results
- Energy relative to the best compared isomer or geometry (same formula, charge and spin): 0.00 kcal per mole
- Total charge: +1
- Multiplicity: 2
- HOMO-LUMO gap (spin up / spin down): 8.811 / 1.878 eV
- Expectation value of S²: 0.757
- Highest occupied orbital energy (spin up / spin down): -11.75 / -11.75 eV

```
108
C27H54O27 | the OMol25 dataset | ωB97M-V with the def2-TZVPD basis set
H -2.9233 4.3687 2.8141
C -4.6710 -6.7421 -8.0358
O -0.2288 -7.3685 -0.2829
O -0.2440 -1.7599 -1.3029
H 4.2083 2.1469 7.3768
O -4.9867 0.3086 3.0077
H 2.5691 0.1484 -3.6915
H -1.9320 6.5264 1.6015
H -3.9536 -9.1679 0.1263
C -5.8662 -1.2341 5.1596
O 0.3648 2.6355 3.7883
O 0.3550 0.2448 -0.6066
C 0.6928 -6.5912 -0.9524
O 5.9879 0.7576 -1.8163
H -4.1822 -7.4928 0.3078
O 4.9230 1.5496 -3.6692
H -5.5384 -6.0832 -7.9960
C -1.0986 -2.6946 -1.9120
C 7.2139 1.3974 -2.0319
H 5.3448 0.9141 6.8648
C -1.9828 3.8202 2.8656
O 3.1648 0.4670 5.0326
H -3.3006 -0.1058 1.0695
H 1.6393 -6.5545 -0.4131
O 5.2864 4.0737 -0.6445
O -0.3912 2.8572 5.9314
O 3.1911 3.1281 -0.4553
H 5.6735 2.2696 0.2313
H -2.9741 -1.6845 0.4496
O -1.7805 0.0129 -1.5855
O -4.3505 -1.6686 2.0235
H 7.8262 1.1866 -1.1552
O -4.4456 -6.3283 -5.4002
H 0.7491 1.6259 0.5942
H 5.8604 2.5639 7.2348
C -2.1386 5.2284 -0.7055
H 1.6990 4.7020 -1.9801
H -0.9342 1.8641 0.0261
C 3.9878 3.8079 -1.0486
H 7.2085 2.4829 -2.1312
C 5.8460 3.3360 0.3767
H 5.5243 3.7835 1.3171
H 2.3256 5.2717 -3.5236
H -5.8528 -1.8990 6.0232
H -1.0927 -4.6813 -4.3640
H 1.5993 3.3534 6.3954
H 0.4353 -5.5353 -1.0364
H 2.1418 1.2198 -2.4367
C -0.6314 -0.4351 -1.2361
O 3.7199 4.5746 -2.1451
C 4.9456 0.9102 -2.5732
C -0.4703 2.9241 4.6286
H -3.0180 7.7204 1.1444
H -5.3831 -0.3246 5.5166
H 1.1909 1.5979 6.1406
O -2.4229 -5.2972 -5.8406
O -2.2584 -8.0978 0.0339
H -1.7949 -2.2891 -2.6461
O -2.8997 6.2920 -0.2624
H -4.5399 -0.9471 0.0709
O 3.9494 0.2101 -2.0861
O -3.6071 -6.0162 -7.4535
C -2.0841 -5.1246 -4.4569
C -1.2099 4.4783 -2.7522
C -4.8997 -0.9071 3.0002
O -2.0690 5.3965 -2.0748
C -3.6351 -8.2155 -0.2976
C 3.0310 1.2379 2.3472
C 2.6000 0.2455 -2.6063
C 3.8634 1.4171 4.6294
H -1.6335 -3.2268 -1.1254
H -0.6054 -3.4734 -2.4937
H 3.0272 1.8776 1.4647
H -1.3678 3.5214 -2.2547
O 3.8986 1.8525 3.3277
H -0.1414 4.6830 -2.6848
C -3.5796 -5.9352 -6.1887
H 0.7674 -7.0498 -1.9384
O -1.7067 3.4269 4.2807
H -6.9200 -1.0581 4.9438
O 4.7059 2.2053 5.3864
H 0.6167 2.2887 7.5578
C -2.8914 6.6388 1.0966
C -1.5658 -7.1498 -0.5523
H 6.9214 3.4744 0.2648
H 3.3880 0.2529 2.0463
C 2.4352 4.5027 -2.7589
H 2.0613 1.2304 2.8449
H -3.7801 -8.0999 -1.3717
H -1.4329 4.4678 -3.8191
O -5.2855 -1.7439 3.9582
H -1.1150 4.4527 2.6783
C 5.0850 1.9670 6.7546
H -4.9243 -7.6127 -7.4307
H -3.6865 6.2217 1.7148
H -4.4971 -7.0406 -9.0696
H 2.0536 -0.5974 -2.1830
H 2.1819 3.5394 -3.2014
H -2.0476 2.9720 2.1841
O -1.5235 4.3973 -0.0316
O -2.0656 -6.3070 -1.3045
H -2.8146 -4.5395 -3.8982
C -3.7767 -1.0594 0.8410
C 0.8631 2.5612 6.5315
H 0.3433 2.2686 -1.0431
C 0.0735 1.5614 -0.2587
H -2.1233 -6.1084 -3.9894
H 7.7357 0.8266 -2.8001
```

Mulliken atomic charge list, values in e, 99 entries: H 0.165; C -0.656; O -0.311; O -0.303; H 0.215; O -0.576; H 0.411; H 0.273; H 0.230; C -0.655; O -0.137; O -0.220; C -0.324; O -0.343; H 0.282; O -0.659; H 0.292; C -0.690; C -0.715; H 0.313; C -0.420; O -0.557; H 0.081; H 0.251; O -0.377; O -0.261; O -0.336; H 0.254; H 0.061; O -0.624; O -0.286; H 0.258; O -0.592; H -0.085; H 0.281; C 0.665; H 0.130; H 0.378; C 0.589; H 0.306; C -0.684; H 0.328; H 0.396; H 0.257; H 0.274; H 0.332; H -0.004; H -0.150; C 0.770; O -0.354; C 0.880; C 0.834; H 0.338; H 0.289; H 0.339; O -0.399; O -0.333; H 0.459; O -0.323; H 0.338; O -0.319; O -0.321; C -0.428; C -0.193; C 0.783; O -0.324; C -0.629; C 0.001; C -0.277; C 0.701; H 0.323; H 0.123; H -0.142; H 0.105; O -0.198; H 0.002; C 0.754; H 0.282; O -0.265; H 0.294; O -0.291; H 0.324; C -0.721; C 0.796; H 0.275; H 0.306; C -0.586; H 0.227; H 0.317; H 0.333; O -0.320; H 0.357; C -0.597; H 0.320; H 0.285; H 0.230; H 0.199; H 0.291; H 0.221

> The highest energy relative to the best compared isomer or geometry (same formula, charge and spin) belongs to which entry?

C27H54O13

> Which value of energy relative to the best compared isomer or geometry (same formula, charge and spin) does entry 1 give?

11.90 kcal per mole

> Which value of energy relative to the best compared isomer or geometry (same formula, charge and spin) does entry 1 give?

11.90 kcal per mole